(1)
The following is a quantum chemistry calculation of 2 unconnected molecules or ions with the total composition C4H13N4O at a distorted geometry, from the OMol25 dataset.

```
22
Properties=species:S:1:pos:R:3:forces:R:3
C -3.07364 -2.09396 -0.52660 -0.306 0.941 -0.066
C -1.02715 -1.28964 0.46260 2.693 1.482 -0.600
N 0.32302 -1.05095 0.40881 -2.032 -0.818 -0.630
N -1.61061 -1.87190 -0.56097 -1.528 -0.259 1.945
N -1.59637 -0.74972 1.56036 -1.350 -1.267 -0.160
H 0.80996 -1.13346 -0.47256 -0.069 -0.238 0.294
H 0.67637 -0.41198 1.08747 0.046 -0.400 0.393
H -1.08776 -2.21496 -1.35130 0.140 -0.236 0.142
H -2.48640 -1.15039 1.82683 0.038 0.378 0.150
H -1.47979 0.22422 1.79419 0.307 -0.150 0.031
H -3.46895 -1.47667 -1.33037 -0.384 -0.780 -0.399
H -3.57635 -1.67463 0.34862 0.659 0.202 0.094
H -3.36220 -3.13073 -0.46263 0.183 -0.380 -0.793
C 1.78690 2.20067 -1.71035 -0.153 -1.933 0.192
C 1.80196 1.67395 -0.26634 0.591 2.379 1.136
O 2.04322 0.48883 0.03605 1.467 0.835 -0.905
N 1.65393 2.57592 0.70836 0.476 0.104 -0.054
H 2.16133 2.53354 1.59348 -0.402 -0.728 0.043
H 1.44862 3.54452 0.48821 0.049 -0.086 -0.549
H 1.08348 3.02094 -1.71222 -0.030 0.238 -0.342
H 1.51762 1.35733 -2.34548 -0.389 0.324 -0.277
H 2.81872 2.42822 -1.99066 -0.006 0.391 0.357
```
Forces are in eV/Å.

The calculation puts the HOMO-LUMO gap (alpha / beta) at 10.096 / 4.997 eV. For the LUMO energy (alpha / beta), the calculation gives -7.928 / -12.992 eV. The net charge is +2. As for the spin multiplicity: 2. The value obtained for the HOMO energy (alpha / beta) is -18.024 / -17.989 eV.

Here are the Mulliken charges for atoms 1 to 2, given in e: -0.891, 0.696

(2)
The following is a quantum chemistry calculation of 2 unconnected molecules or ions with the total composition C15H27NO at a distorted geometry, from the OMol25 dataset.

```
44
Properties=species:S:1:pos:R:3:forces:R:3
C -1.38107 0.57796 3.88219 -2.373 1.834 -2.516
C -0.66921 0.06601 4.61643 4.901 -4.366 5.379
C 0.18117 -0.68360 5.57595 -4.905 1.172 7.053
C 1.43946 -1.23437 5.15460 2.304 0.752 4.969
C 1.30604 -2.44111 4.58055 -7.160 -10.427 -3.124
C 0.22728 -2.60878 3.38881 10.685 -2.608 -1.182
C 0.65695 -1.81270 2.26217 8.128 2.824 -2.287
C 0.05585 -1.89897 0.93474 -4.580 -1.658 -0.448
C 0.56091 -1.09087 -0.20496 -0.981 0.755 -2.009
C -0.47763 -1.09847 -1.48136 -0.909 -6.074 1.883
C 0.14441 -0.52290 -2.63557 -1.619 8.095 2.442
O 0.82875 -0.88622 -3.48679 1.495 -1.488 -2.279
N -0.06208 1.20855 -2.39333 6.638 -8.194 -5.133
H -0.65579 1.26026 -1.72855 -5.124 1.824 5.049
C 0.44482 2.03846 -3.39922 -11.152 2.663 4.587
C -0.97289 2.64405 -4.02385 6.387 3.861 -1.325
C -0.48841 3.83744 -5.10258 -1.792 -9.482 -1.404
C -1.64699 4.41039 -5.75130 5.377 3.932 -3.489
H -1.11747 5.09442 -6.67760 -2.177 -0.982 2.564
H -2.24529 4.85014 -5.06506 -2.032 2.119 1.650
H -2.11010 3.70115 -6.25531 -2.523 -3.280 -2.197
H 0.10946 3.00885 -5.83077 -1.355 2.616 1.180
H 0.24405 4.32469 -4.69639 3.730 3.678 2.322
H -1.59365 3.06911 -3.30792 -1.342 0.076 1.351
H -1.19797 1.87169 -4.63142 -2.120 -2.468 -1.441
H 0.98043 2.74269 -3.01432 3.518 4.559 2.098
H 0.85977 1.60474 -4.09610 4.334 -4.917 -6.756
H -0.45926 -2.30240 -1.90296 -0.628 2.871 1.596
H -1.57578 -0.84449 -1.11598 2.485 -0.130 -1.225
H 0.47967 -0.01674 0.05300 1.232 -0.467 0.037
H 1.53117 -1.51093 -0.58797 -0.627 1.056 0.469
H -0.95063 -1.51023 1.24198 -0.192 -0.224 -1.172
H -0.17120 -2.98406 0.55769 0.660 1.605 0.940
H 0.91971 -0.67594 2.50701 -1.090 -2.113 -0.449
H 1.81901 -2.15294 1.92760 -2.132 0.622 1.470
H -0.65083 -2.41612 3.46559 -10.821 2.143 2.422
H 0.31656 -3.61345 2.95857 -0.186 -0.356 0.754
H 1.95606 -3.14710 4.20101 3.224 0.028 -0.743
H 0.81281 -3.39580 5.26125 0.942 2.983 -0.400
H 2.09707 -1.61779 6.06344 -0.567 2.496 -1.427
H 1.70087 -0.55070 4.43644 2.406 1.954 -1.300
H -0.65069 -1.65823 6.31357 2.423 2.710 -2.594
H 0.36720 0.04345 6.62947 -0.575 -1.705 -3.331
H -1.93463 1.17826 3.31165 -1.911 1.713 -1.984
```
Forces are in eV/Å.

The calculation puts the HOMO-LUMO gap at 8.721 eV. For the LUMO energy, the calculation gives 0.755 eV. The value obtained for the HOMO energy is -7.967 eV.

Here are the Mulliken charges for atoms 1 to 2, given in e: 0.637, -1.190

(3)
The following is a quantum chemistry calculation of a molecular structure, C27H31CeN8O8S at a distorted geometry, from the OMol25 dataset.

```
76
Properties=species:S:1:pos:R:3:forces:R:3
Ce 13.41158 11.50422 8.99509 -0.646 0.156 0.070
O 13.08061 10.27850 11.04465 -0.371 1.453 -2.014
C 13.83587 9.62572 11.83895 2.507 -1.350 1.885
C 13.33316 8.59124 12.67745 0.189 0.216 -0.765
C 14.15546 7.72337 13.36831 -0.640 -0.185 0.421
C 15.53490 7.89180 13.46747 0.648 -0.332 -0.168
C 16.08771 8.94227 12.74637 -0.868 -0.239 0.382
C 15.28593 9.83083 11.99924 -0.817 0.517 -0.583
C 15.94127 11.03153 11.49542 -1.292 -0.120 -0.943
N 15.45918 11.81104 10.56076 0.374 -0.462 0.297
C 16.28959 12.99311 10.24435 -0.456 0.243 0.141
C 15.45504 14.08820 9.57813 0.655 0.301 -1.321
N 14.65230 13.57280 8.40044 -0.361 0.690 1.000
C 14.55895 14.31267 7.33994 0.489 0.391 0.458
C 13.48998 14.24196 6.34840 -0.100 -1.061 -0.784
C 13.17625 15.38905 5.60745 1.067 -0.038 0.590
C 12.20999 15.42282 4.64200 -0.728 0.527 0.114
C 11.60414 14.23745 4.26533 0.026 0.173 0.340
C 11.91346 13.07490 4.93312 -1.041 -2.121 -0.810
C 12.76442 13.02844 6.05509 0.369 2.013 -0.255
O 12.91693 11.99025 6.81105 0.369 -1.436 1.696
H 12.26832 8.44140 12.69367 -0.298 -0.112 -0.096
H 13.66340 6.86574 13.84367 0.317 0.431 0.065
H 16.12965 7.18459 14.09022 -0.396 0.737 -0.799
H 17.14917 9.08854 12.68786 0.403 0.138 0.346
H 16.87823 11.29758 11.99727 -0.012 0.000 -0.254
H 17.14488 12.69596 9.61743 -0.294 0.130 0.182
H 16.61954 13.42048 11.19573 0.427 -0.035 -0.180
H 16.11327 14.89905 9.19522 -0.093 -0.501 0.253
H 14.82280 14.60541 10.32857 -0.241 -0.668 -0.575
H 15.36710 15.10479 7.16931 -1.315 -0.643 0.386
H 13.77798 16.24519 5.85538 -0.136 0.579 -0.043
H 11.78223 16.35030 4.28460 0.560 0.122 -0.299
H 10.84574 14.27161 3.48895 0.155 -0.292 0.051
H 11.40758 12.14167 4.52342 0.794 1.060 1.066
N 11.94924 9.25200 8.53540 -0.653 0.469 1.464
N 12.58327 8.16220 7.96212 -2.310 -1.090 -0.094
C 13.76274 8.33956 7.45013 2.783 2.122 -0.670
N 14.32979 7.36770 6.71866 -0.884 -0.020 -0.600
N 14.30640 9.60327 7.77348 1.572 -3.132 -1.858
N 15.54030 9.89441 7.16774 1.565 1.909 -0.040
O 16.17890 9.18327 6.34796 -1.928 1.604 2.212
O 15.94874 11.05157 7.54884 -1.260 -3.088 -0.896
H 11.68426 9.06952 9.51460 0.585 -0.112 -0.259
H 11.06054 9.52234 8.12077 0.287 -0.058 -0.759
H 12.02593 7.37925 7.61044 0.189 0.297 0.483
H 13.64596 6.69673 6.31199 1.149 0.551 0.469
H 15.19261 7.58282 6.18672 -0.787 -0.055 0.615
C 9.79910 19.92841 9.40905 0.316 0.552 -0.163
C 9.03113 18.64419 9.59542 0.275 -0.571 0.127
C 9.37807 17.85589 10.70840 0.272 0.561 -0.297
C 8.76136 16.64951 10.93848 -0.376 0.086 0.454
C 7.78672 16.21153 10.04914 -0.920 0.050 0.098
C 7.41922 16.95051 8.93441 -0.095 0.489 -0.379
C 8.05913 18.16406 8.69763 0.666 0.320 1.003
S 6.66996 14.89682 10.46665 -0.252 -0.970 1.520
O 6.16977 14.32139 9.24849 0.059 0.420 0.081
O 5.77403 15.32022 11.53708 1.319 -0.295 -1.449
N 7.63213 13.72634 11.12662 0.007 -0.125 0.359
C 8.50081 12.83950 10.36544 0.307 0.067 0.081
C 9.71167 13.55799 9.75628 1.152 0.082 -1.749
C 10.98550 12.66445 9.58145 -3.073 0.309 -0.149
O 10.89074 11.50967 9.03414 1.035 1.213 0.740
O 12.07867 13.14734 9.96507 1.233 -0.221 -0.149
H 10.42177 20.10222 10.31923 -0.425 0.019 -0.802
H 9.14924 20.82353 9.25942 0.408 -0.728 0.052
H 10.48411 19.84606 8.52671 -0.541 0.144 0.690
H 10.13212 18.22826 11.41902 -0.427 -0.209 -0.394
H 8.97034 16.15724 11.88631 -0.105 -0.279 -0.331
H 6.58908 16.62575 8.29114 0.534 0.033 0.349
H 7.79228 18.81935 7.89217 -0.249 -0.036 -0.479
H 7.84613 13.78455 12.11238 -0.336 0.312 -0.109
H 7.91148 12.41654 9.53217 0.307 -0.262 0.718
H 8.91284 12.08323 11.07349 -0.834 0.220 -0.555
H 10.01398 14.51528 10.23552 -0.266 -0.902 -0.090
H 9.41554 13.81017 8.69600 0.456 0.044 0.900
```
Forces are in eV/Å.

The calculation puts the HOMO-LUMO gap at 5.979 eV. For the LUMO energy, the calculation gives -4.622 eV. The net charge is +1. The value obtained for the HOMO energy is -10.601 eV.

Here are the Mulliken charges for atoms 1 to 2, given in e: 0.409, -0.195

(4)
The following is a quantum chemistry calculation of C5H9N3 in the gas phase at a distorted geometry, from the OMol25 dataset.

```
17
Properties=species:S:1:pos:R:3:forces:R:3
N 2.16698 1.88758 0.48779 -0.285 0.098 -0.321
C 1.11178 1.04201 1.04111 0.597 0.088 0.854
C 0.96038 -0.25209 0.23525 0.173 0.414 0.487
C -0.41254 -0.46450 -0.27651 -0.083 -1.240 -2.163
C -1.41301 -1.26362 0.20268 -0.339 0.698 0.674
N -2.35930 -1.38650 -0.79702 0.734 0.307 0.504
C -1.85520 -0.70742 -1.85216 -0.711 0.801 -0.737
N -0.70421 -0.15169 -1.62605 0.189 -0.245 1.278
H 2.40016 2.65257 1.09626 0.035 0.190 0.182
H 3.01260 1.38335 0.28319 0.165 -0.244 0.081
H 1.30772 0.77275 2.09515 -0.019 0.049 -0.136
H 0.19677 1.63297 1.06707 -0.128 -0.126 -0.260
H 1.25354 -1.12633 0.81702 -0.034 0.105 0.255
H 1.68818 -0.21358 -0.57683 -0.375 0.025 -0.303
H -1.63582 -1.54674 1.21924 0.170 -0.412 -0.104
H -3.27789 -1.76622 -0.68203 -0.113 -0.078 -0.160
H -2.44013 -0.49255 -2.73417 0.024 -0.429 -0.131
```
Forces are in eV/Å.

The calculation puts the HOMO-LUMO gap at 9.500 eV. For the LUMO energy, the calculation gives 0.920 eV. The value obtained for the HOMO energy is -8.579 eV. The SMILES is NCCc1c[nH]cn1.

Here are the Mulliken charges for atoms 1 to 2, given in e: -0.609, -0.264

(5)
The following is a quantum chemistry calculation of 2 unconnected molecules or ions with the total composition C5H10, from the OMol25 dataset.

```
15
Properties=species:S:1:pos:R:3:forces:R:3
C -1.69288 0.32493 0.76331 0.052 -0.199 0.029
C -1.15220 -0.87786 0.93797 -0.172 0.173 -0.010
C -0.52556 -1.71242 -0.13636 -0.022 -0.019 -0.060
H -1.71396 0.79778 -0.21746 0.048 -0.061 0.164
H -2.14494 0.86950 1.58717 0.042 -0.079 -0.116
H -1.18870 -1.33972 1.92528 0.042 0.152 -0.071
H -1.12485 -2.62012 -0.27032 0.169 0.024 -0.065
H 0.49045 -2.01962 0.14115 -0.180 0.020 -0.027
H -0.46557 -1.18291 -1.09248 -0.062 -0.053 0.174
C 1.30958 1.55076 -1.14271 0.120 -0.084 0.214
C 1.81522 0.95683 -0.06541 -0.091 0.158 -0.204
H 1.94280 1.87415 -1.96519 -0.068 -0.032 0.129
H 0.24446 1.74922 -1.24399 0.171 -0.091 0.045
H 1.18080 0.62669 0.75434 0.094 0.100 -0.155
H 2.88456 0.78833 0.03608 -0.142 -0.008 -0.048
```
Forces are in eV/Å.

The calculation puts the HOMO-LUMO gap at 10.955 eV. For the LUMO energy, the calculation gives 1.276 eV. The value obtained for the HOMO energy is -9.679 eV. The SMILES is C=CC.C=C.

Here are the Mulliken charges for atoms 1 to 2, given in e: -0.627, -0.022

(6)
The following is a quantum chemistry calculation of a gas-phase ion, C4H7IN3O2 (charge +1) at a distorted geometry, from the OMol25 dataset.

```
17
Properties=species:S:1:pos:R:3:forces:R:3
C -0.66191 -1.60219 -1.59947 -0.834 0.196 1.574
C 0.87819 0.32093 -2.13112 1.006 0.810 -1.311
C -1.58065 -0.78954 -0.83002 0.562 1.824 -0.674
C 0.61943 -0.12629 0.27102 0.194 -3.150 1.453
N 0.28955 -0.85479 -2.38787 -1.041 -1.489 0.740
N 0.84101 0.72903 -0.67377 0.216 0.708 -3.025
N 0.07873 0.11327 1.50444 0.387 1.132 0.318
O -0.54964 -2.79291 -1.55411 0.207 -1.181 -0.226
O 1.37111 1.01136 -2.99248 -0.258 -0.301 2.046
I -2.70474 -1.49521 0.87176 -0.954 -0.584 -3.559
H -1.83393 0.20491 -1.35436 -0.366 -1.616 1.538
H 1.14727 -1.19088 0.20916 -1.268 2.392 -0.162
H 0.66835 -1.47315 -3.09181 0.202 0.460 -0.466
H 0.48670 1.66566 -0.71410 -0.096 0.680 0.969
H -0.29722 1.01203 1.76050 -0.523 0.770 -1.121
H 0.63521 -0.01844 2.32616 0.867 -1.465 0.219
H -1.56559 -0.92781 1.71934 1.698 0.815 1.688
```
Forces are in eV/Å.

The calculation puts the HOMO-LUMO gap (alpha / beta) at 7.990 / 7.991 eV. For the LUMO energy (alpha / beta), the calculation gives -4.556 / -4.556 eV. The net charge is +1. The value obtained for the HOMO energy (alpha / beta) is -12.547 / -12.547 eV.

Here are the Mulliken charges for atoms 1 to 2, given in e: 0.575, 0.328

Values for relative energy (zero: lowest compared OMol25 entry of this formula, charge and spin), kJ/mol, ordered as above
127.1; 1390.7; 105.1; 58.5; 170.2; 338.8